No. 1
Molecular formula: C7H8F2
Method: DFT, ωB97M-V with the def2-TZVPD basis set

Kohn-Sham gap (alpha / beta) (eV): 7.533 / 7.650
DFT total energy (hartree): -471.11832
Total charge: 0
HOMO energy (alpha / beta) (eV): -7.55 / -7.75
Energy above the lowest of the compared OMol25 structures with the same formula, charge and spin (kcal/mol): 43.2

Structure (XYZ):
```
17
Properties=species:S:1:pos:R:3:forces:R:3:nbo_charge:R:1
F -2.614303 -0.988058 0.512300 0.3891 0.3029 -0.2301 -0.316
F -0.901727 -1.612917 -0.663591 -0.2334 0.5933 0.0816 -0.313
C -1.441516 -0.592719 0.008893 -0.4305 -0.8340 0.2860 0.756
C 0.802049 0.176103 0.712466 0.1301 0.0940 -0.0853 -0.142
C 0.310770 0.908724 -0.505788 -0.0842 -0.1606 0.0990 -0.478
C 2.063757 -1.647607 -0.351019 0.1362 -0.1055 -0.1023 -0.348
C -2.044711 1.771003 -0.059474 0.0070 -0.1966 -0.0481 -0.398
C 1.614808 -0.962989 0.726404 0.0139 0.1445 0.2292 -0.277
C -1.179776 0.772480 -0.300015 0.0849 0.0623 -0.1394 -0.145
H 1.839904 -1.354193 -1.360657 -0.0732 0.0944 -0.2033 0.182
H -1.761817 2.795743 -0.211179 0.1763 0.2166 0.0304 0.202
H 0.549333 0.638218 1.655007 -0.0258 0.0519 0.1036 0.204
H 2.667837 -2.528700 -0.230859 0.1154 -0.1636 0.0443 0.196
H -3.038165 1.580749 0.304001 -0.2251 -0.0945 -0.0278 0.210
H 0.638560 0.428073 -1.425623 0.0282 0.0310 -0.0390 0.225
H 0.619066 1.954033 -0.519821 -0.0364 0.0028 -0.0494 0.231
H 1.875931 -1.337943 1.708948 0.0276 -0.0390 0.0503 0.211
```
Forces are in eV/Å.

=====

No. 2
Molecular formula: C7H8F2
Method: DFT, ωB97M-V with the def2-TZVPD basis set

Kohn-Sham gap (alpha / beta) (eV): 6.969 / 7.475
DFT total energy (hartree): -471.02683
Total charge: 0
2S+1: 3
HOMO energy (alpha / beta) (eV): -5.94 / -9.92
Energy above the lowest of the compared OMol25 structures with the same formula, charge and spin (kcal/mol): 0.0

Structure (XYZ):
```
17
Properties=species:S:1:pos:R:3:forces:R:3:nbo_charge:R:1
F -1.129167 1.206668 -0.873409 -0.2604 -0.5228 -0.2706 -0.340
F 0.428989 0.601626 -2.294738 -0.2551 -0.1748 -0.6146 -0.339
C 0.022999 -1.072386 -0.439624 -3.8891 5.7445 5.0538 -0.093
C -0.645846 -1.356900 0.839396 5.6459 -3.4337 -7.2697 -0.203
C 0.600989 -1.985800 -1.188432 2.4790 -0.8858 -3.5069 -0.367
C 0.071738 0.599596 -0.998710 1.8693 -2.0568 2.3498 0.671
C 0.711158 2.403998 0.617141 0.7144 -1.1659 0.1141 -0.374
C 1.125902 1.435528 -0.227435 -1.4865 0.6098 0.5893 -0.267
C -1.519242 -0.676712 1.592145 -3.4723 5.8761 0.4082 -0.291
H -0.591147 -2.438180 0.901666 -0.1942 -0.2932 0.6304 0.191
H -2.034037 -1.038581 2.388120 -0.9341 -1.2027 2.3698 0.178
H 1.480104 2.937592 1.217950 -0.8699 -0.1994 -0.5611 0.209
H 2.186441 1.232137 -0.383796 -0.3959 -0.1138 -0.1258 0.220
H -2.010927 0.221037 1.133443 0.4361 -0.9214 0.4900 0.180
H -0.367176 2.519046 0.844985 0.9519 0.2313 -0.2477 0.216
H 1.207946 -1.550003 -2.008948 -0.3646 -0.9590 0.3630 0.208
H 0.461275 -3.038667 -1.119753 0.0256 -0.5324 0.2282 0.204
```
Forces are in eV/Å.

=====

No. 3
Molecular formula: C7H8HgLiO8
Method: DFT, ωB97M-V with the def2-TZVPD basis set

Kohn-Sham gap (alpha / beta) (eV): 8.371 / 6.481
DFT total energy (hartree): -1034.38643
Total charge: 0
2S+1: 2
HOMO energy (alpha / beta) (eV): -8.80 / -8.96
Energy above the lowest of the compared OMol25 structures with the same formula, charge and spin (kcal/mol): 8.7

Structure (XYZ):
```
25
Properties=species:S:1:pos:R:3:forces:R:3:nbo_charge:R:1
Hg -2.215568 1.556221 -1.461106 1.6140 -0.4613 0.2321 0.790
O -4.488983 -2.198504 -2.087609 0.0751 -0.4879 0.1441 -0.476
O 0.170205 1.568997 -0.147780 0.1202 -0.3379 -0.4870 -0.773
O -0.498037 -0.290009 -1.245690 1.1119 1.3692 0.7343 -0.784
O 6.025323 1.611282 2.421212 0.3744 -0.2136 0.2735 -0.836
O 1.398342 -0.319145 -0.032137 -0.3170 -0.4695 -0.7078 -0.516
O 4.171489 1.710104 1.229359 -0.0136 0.2266 0.2627 -0.515
O -4.073877 -0.170634 -1.572766 -0.0796 -0.0642 0.4361 -0.565
O 5.559300 -0.066077 1.063129 0.2925 -0.6506 -0.0489 -0.862
C 5.285021 1.042142 1.583484 0.0935 0.3452 -0.0779 0.953
C -3.777056 -1.163935 -2.401386 -0.0114 0.2232 -0.6719 0.504
C 2.243690 0.277952 0.941141 0.1339 0.3396 0.2515 -0.085
C -4.940927 -0.590504 -0.473024 -0.3027 -0.0039 0.1615 -0.142
C -5.283181 -2.013795 -0.878454 -0.2574 0.0164 0.2645 -0.141
C 3.298141 1.142448 0.262474 -0.0168 -0.1379 -0.3971 -0.096
C 0.355283 0.386474 -0.521579 -2.1751 -0.1262 0.2574 0.957
Li 7.164238 0.029391 2.200692 -0.8119 0.4742 -0.2647 0.956
H -4.963485 -2.767076 -0.153821 -0.0877 0.1506 -0.1796 0.212
H 3.864971 0.543591 -0.460026 -0.1368 0.0860 0.1722 0.201
H 2.726684 -0.553245 1.469178 -0.1114 0.1543 -0.1893 0.193
H -5.796596 0.089415 -0.452222 0.1752 -0.1674 0.0268 0.209
H -4.372824 -0.519782 0.459261 -0.0983 -0.0044 -0.2202 0.208
H 1.655914 0.868782 1.654672 0.1235 -0.0742 -0.2092 0.197
H -6.334309 -2.160553 -1.143361 0.2509 0.0239 0.0573 0.207
H 2.826246 1.986456 -0.253641 0.0545 -0.2103 0.1798 0.202
```
Forces are in eV/Å.

=====

No. 4
Molecular formula: C7H8N
Method: DFT, ωB97M-V with the def2-TZVPD basis set

Kohn-Sham gap (alpha / beta) (eV): 6.699 / 8.929
DFT total energy (hartree): -325.67741
Total charge: +1
HOMO energy (alpha / beta) (eV): -13.33 / -14.22
Energy above the lowest of the compared OMol25 structures with the same formula, charge and spin (kcal/mol): 146.2

Structure (XYZ):
```
16
Properties=species:S:1:pos:R:3:forces:R:3:nbo_charge:R:1
N -3.031453 0.056991 0.334386 1.7967 0.1927 0.1185 -0.140
C 1.477664 -1.421598 0.720481 0.6434 -2.7981 -1.8983 -0.479
C 0.235527 0.114634 -1.029444 -1.9001 -2.3458 -0.2104 -0.190
C -4.011775 -0.349204 -0.250593 -2.9400 -1.0859 0.9899 -0.188
C 1.070910 1.026172 -0.236784 -2.2008 -0.7905 2.5295 -0.390
C 0.113695 -1.535886 0.324096 -1.0435 0.6805 -1.8693 0.278
C -0.716993 -0.838054 -0.336635 -1.1853 0.8690 0.9432 0.108
C 1.591645 -0.369965 -0.317811 2.4878 1.6603 -1.4542 -0.145
H 0.652294 1.483318 0.720424 0.7386 -0.6734 -1.4608 0.270
H 0.043623 -0.047766 -2.091394 0.9865 0.8371 0.0320 0.280
H 1.609078 1.603526 -0.895637 1.2681 1.7230 -1.0386 0.269
H -5.045413 -0.262040 0.244635 1.0992 0.7937 -0.1694 0.258
H 2.146574 -2.245302 0.358298 -0.6387 0.4413 1.2623 0.280
H -4.200412 -1.059858 -1.031184 0.8566 -0.3003 -1.0700 0.244
H 2.485624 -0.507759 -0.966390 -1.0317 0.0019 0.2618 0.277
H 1.457376 -1.115305 1.686588 1.0631 0.7946 3.0338 0.269
```
Forces are in eV/Å.

=====

No. 5
Molecular formula: C7H8N2O
Method: DFT, ωB97M-V with the def2-TZVPD basis set

Kohn-Sham gap (eV): 7.293
DFT total energy (hartree): -456.12675
Total charge: 0
Structure (SMILES): O=N/N=C\C1=CC=CCC1
HOMO energy (eV): -7.99
Energy above the lowest of the compared OMol25 structures with the same formula, charge and spin (kcal/mol): 105.1

Structure (XYZ):
```
18
Properties=species:S:1:pos:R:3:forces:R:3:nbo_charge:R:1
O 4.428832 0.958514 -0.160396 0.4454 -0.7934 0.6974 -0.371
N 3.475520 0.237363 -0.322706 -1.3527 2.9160 -1.5821 0.279
N 3.301073 -0.965091 -0.130165 1.2747 -2.6903 0.3741 -0.237
C 1.075198 -0.615527 0.418730 -0.1047 -0.1404 0.0865 -0.080
C -1.099051 -0.053802 -0.624133 -0.0317 -0.1963 0.1123 -0.445
C 2.092824 -1.480821 0.032427 0.0850 0.9566 0.7087 0.021
C -0.761589 1.370950 -0.310108 0.1377 0.0332 0.1594 -0.098
C 0.364681 1.708506 0.335835 -0.6758 0.4598 -0.1474 -0.272
C 1.356310 0.725794 0.654900 0.4689 -0.6796 -0.0707 -0.148
C -0.368434 -1.018584 0.315433 -0.1294 0.1511 -0.1611 -0.412
H -0.461488 -2.046346 -0.039174 -0.0242 0.0346 0.0544 0.216
H -0.816038 -0.953713 1.313780 -0.0455 -0.0504 -0.0817 0.213
H 0.583753 2.740980 0.568466 -0.0591 0.0745 -0.0391 0.223
H 2.226976 1.055924 1.198707 0.0051 -0.1273 0.0228 0.240
H -0.835536 -0.266651 -1.668864 -0.0057 0.0426 -0.0030 0.223
H -2.177682 -0.205099 -0.535566 0.0475 0.0086 -0.0693 0.225
H 1.946009 -2.515349 -0.221504 -0.0042 -0.1490 -0.0838 0.211
H -1.455877 2.128821 -0.642225 -0.0313 0.1497 0.0228 0.210
```
Forces are in eV/Å.

=====

No. 6
Molecular formula: C7H8N2O
Method: DFT, ωB97M-V with the def2-TZVPD basis set

Kohn-Sham gap (alpha / beta) (eV): 6.087 / 6.650
DFT total energy (hartree): -456.06126
Total charge: 0
2S+1: 3
HOMO energy (alpha / beta) (eV): -5.53 / -9.32
Energy above the lowest of the compared OMol25 structures with the same formula, charge and spin (kcal/mol): 29.0

Structure (XYZ):
```
18
Properties=species:S:1:pos:R:3:forces:R:3:nbo_charge:R:1
O -1.919450 0.492810 2.405581 0.6815 0.0064 -0.6082 -0.657
N -0.189355 3.586920 -0.497103 -0.5656 1.0619 -0.7685 -0.333
N -2.247414 0.475892 0.099361 1.4124 0.3318 -0.4667 -0.470
C 0.492438 1.305716 0.568057 -1.1774 1.7035 -1.6609 -0.309
C -1.682351 0.205134 -1.087640 -3.3030 -0.5851 -0.8466 -0.050
C 1.670899 -0.811726 -0.324668 -1.1241 -0.0939 -4.0081 -0.612
C 0.067049 2.537619 -0.124823 1.1732 -1.2713 2.4331 0.243
C -1.782558 1.044876 1.161327 -0.8026 1.6807 3.0394 0.454
C 0.605626 0.289817 -0.363038 1.7398 -2.6162 -0.0957 -0.170
C -0.324235 0.039890 -1.356952 -0.4627 -1.3359 0.1712 -0.065
H 2.399027 -0.685746 0.380339 1.7478 0.1462 2.0333 0.215
H 1.161220 1.386051 1.402245 0.0288 0.2134 0.3459 0.248
H -0.015489 -0.670857 -2.146635 -0.3472 0.7694 0.0499 0.211
H 1.335911 -1.859422 -0.453328 -0.3394 0.4766 1.0371 0.213
H -1.819415 2.153868 1.427704 -0.1019 -0.9859 -1.0711 0.174
H -2.539209 -0.082567 -1.751044 1.5241 0.4378 -0.2659 0.211
H -2.019287 -0.464543 2.386573 -0.0184 -0.2875 -0.3396 0.485
H 2.179020 -0.755206 -1.342986 -0.0654 0.3480 1.0212 0.211
```
Forces are in eV/Å.

=====

No. 7
Molecular formula: C7H8N2O2
Method: DFT, ωB97M-V with the def2-TZVPD basis set

Kohn-Sham gap (alpha / beta) (eV): 6.519 / 6.244
DFT total energy (hartree): -531.28498
Total charge: 0
2S+1: 3
HOMO energy (alpha / beta) (eV): -5.88 / -9.37
Energy above the lowest of the compared OMol25 structures with the same formula, charge and spin (kcal/mol): 40.8

Structure (XYZ):
```
19
Properties=species:S:1:pos:R:3:forces:R:3:nbo_charge:R:1
O 2.241911 -0.412158 -1.286313 0.1871 0.3240 -0.4656 -0.551
O -2.787127 1.529374 1.404149 -1.2950 0.3252 1.1882 -0.479
N 1.304960 -1.145123 0.641909 -3.7646 0.6864 1.6849 -0.644
N -1.220636 0.232571 0.325582 -0.8523 -1.1627 1.0797 -0.440
C -0.530971 1.722480 -1.247366 3.5285 -0.9324 -2.6079 -0.346
C -1.323612 2.411267 -0.369011 -2.5393 2.6095 2.0952 -0.167
C 1.365325 -0.491780 -0.489112 -0.9346 0.6012 -1.0791 0.744
C -1.606331 -0.451343 -0.878360 0.7902 -3.3613 -0.3822 -0.221
C 2.288907 -1.924643 1.375205 2.4036 2.7591 -2.7694 -0.401
C -0.421907 0.425562 -0.785852 2.9785 -1.3665 -0.2087 0.065
C -1.959296 1.425215 0.538670 1.4476 2.5929 -0.9961 0.485
H 0.367839 -0.976223 1.145600 1.9054 -0.3045 -0.9878 0.426
H -1.359687 3.543171 -0.448083 -0.6002 -1.6620 0.7374 0.228
H 2.829677 -1.182395 2.039323 0.0103 -1.5012 -0.7514 0.213
H 1.707035 -2.567522 1.865086 -1.8205 -2.6321 2.6373 0.202
H -2.424561 -0.056075 -1.425380 -0.7755 0.1707 -0.3832 0.214
H 2.859032 -2.545962 0.624539 0.0686 1.0773 1.0490 0.222
H 0.080242 2.019217 -2.079514 -0.2369 0.5953 -0.1379 0.230
H -1.410800 -1.555633 -0.951070 -0.5010 1.1813 0.2978 0.220
```
Forces are in eV/Å.

=====

> DFT total energy of number 3 (C7H8HgLiO8)?

-1034.38643 hartree